(1)
Molecular formula: C15H42CuO17
Method: DFT, wB97M-V/def2-TZVPD

```
75
Properties=species:S:1:pos:R:3:mulliken_charge:R:1
Cu -1.24793 -2.66515 0.90189 -0.066
C -0.44932 -0.15014 0.12329 0.634
O -0.42519 -0.70033 1.29463 0.872
O -0.14695 -0.85224 -0.91579 0.619
O -0.76211 1.08487 0.00323 -1.550
C 4.95422 2.11173 -0.27997 -0.364
C 3.91551 1.55399 -1.24355 -0.334
O 2.94034 0.81249 -0.53024 -0.316
O 5.91571 1.10609 0.04559 -0.610
H 4.41115 2.49325 0.58830 0.049
H 5.49980 2.90863 -0.78129 0.365
H 4.40457 0.89404 -1.96713 0.318
H 3.43289 2.37670 -1.78337 0.317
H 2.11624 0.85824 -1.02742 0.044
H 5.44117 0.43851 0.55479 0.344
C 2.00800 2.75329 2.46906 -0.340
C 1.64052 3.75780 1.39122 -0.259
O 0.32702 3.67998 0.88094 -0.545
O 1.14148 2.66127 3.60338 -0.674
H 2.97498 3.03267 2.89455 0.403
H 2.06624 1.72679 2.08438 0.171
H 2.33567 3.62078 0.54853 0.132
H 1.77917 4.78061 1.74896 0.369
H 0.15408 2.77467 0.58171 0.264
H 0.21217 2.50456 3.34703 0.485
C -3.73710 1.47342 2.07846 -0.587
C -2.51232 1.23068 2.94995 -0.278
O -1.38986 1.97740 2.54799 -0.582
O -3.61096 0.95559 0.76276 -0.516
H -4.04344 2.52835 2.04464 0.260
H -4.59873 0.98928 2.55634 0.365
H -2.38533 0.14334 2.99548 -0.043
H -2.75526 1.52565 3.97517 0.462
H -1.12723 1.61458 1.67386 0.357
H -2.69800 1.11677 0.46301 0.314
C 0.83974 -1.81775 4.50299 -0.288
C 1.62998 -2.41260 3.35413 -0.360
O 2.02983 -1.48791 2.37373 -0.583
O -0.43909 -1.33929 4.05202 -0.592
H 1.32705 -0.93546 4.92937 0.226
H 0.63157 -2.53918 5.29492 0.345
H 1.08715 -3.17742 2.77034 0.034
H 2.46466 -2.97350 3.78992 0.382
H 1.20668 -1.09863 2.01935 0.093
H -0.36955 -1.08111 3.12267 0.266
C -1.31001 -3.67460 -1.53842 0.342
C 0.00374 -4.33298 -1.12441 -0.363
O 0.65686 -3.50687 -0.19951 -0.564
O -2.27983 -3.80559 -0.49605 -0.468
H -1.65696 -4.04844 -2.50775 0.346
H -1.09644 -2.63003 -1.74684 -0.316
H 0.60043 -4.54770 -2.01809 0.371
H -0.21830 -5.30372 -0.67374 0.312
H 0.76834 -2.61326 -0.58988 0.204
H -2.52295 -4.73557 -0.45741 0.282
C 1.33561 0.43429 -3.89292 -0.185
C 0.39387 1.53252 -3.47673 -0.261
O 0.64900 2.07744 -2.18848 -0.531
O 1.12957 -0.84338 -3.33913 -0.644
H 2.36237 0.77552 -3.65422 0.038
H 1.41195 0.35440 -4.98286 0.467
H -0.63574 1.15577 -3.47728 -0.010
H 0.41504 2.35298 -4.20041 0.399
H 0.02912 1.73014 -1.51466 0.182
H 0.84780 -0.72348 -2.41249 0.218
C -4.48472 -0.63352 -3.26093 -0.832
C -3.34573 -0.35194 -2.28950 0.513
O -2.12386 -0.73910 -2.89846 -0.578
O -4.90270 -2.00592 -3.19948 -0.571
H -4.12004 -0.45653 -4.27991 0.322
H -5.37516 -0.03488 -3.08147 0.381
H -3.53958 -0.98007 -1.41600 0.145
H -3.40841 0.71771 -2.05854 0.140
H -1.51043 -0.87298 -2.14597 -0.242
H -4.26212 -2.54554 -3.66826 0.301
```

Properties
Lowest unoccupied orbital energy in eV: 1.73
E_HOMO in eV: -6.48
Frontier orbital gap in eV: 8.21
Net charge: -1
Electronic energy in Eh: -3516.3314

(2)
Molecular formula: C30H75N5O10
Method: DFT, wB97M-V/def2-TZVPD

```
120
Properties=species:S:1:pos:R:3:mulliken_charge:R:1
C -0.77795 -4.32546 4.08940 -0.506
O -1.46890 -3.16390 3.69188 -0.380
C -0.68369 -1.98159 3.72508 1.014
C -1.62007 -0.84604 3.29205 -0.556
N -0.82195 0.18461 2.65778 0.146
C -1.49155 1.37617 2.14545 -0.334
C -2.49394 1.19623 1.04120 -0.523
O -3.67574 0.61725 1.60768 -0.294
C -4.77096 0.60685 0.75285 -0.675
H 0.24956 -4.33212 3.71488 0.219
H -1.25538 -5.12860 3.51974 0.042
H -0.96705 -4.59532 5.12965 0.343
H 0.17587 -2.18401 3.06052 -0.710
H -0.15355 -1.78034 4.66516 0.267
H -2.04265 -0.54174 4.25307 0.168
H -2.41571 -1.21675 2.65078 0.315
H -0.04894 -0.14022 2.10389 0.046
H -0.63777 1.98898 1.83888 -0.221
H -1.89610 1.94125 2.98875 0.294
H -2.12589 0.41116 0.36904 0.198
H -2.69105 2.07555 0.42303 0.635
H -5.71362 0.26095 1.18385 0.293
H -4.65478 -0.08723 -0.09565 0.329
H -4.94086 1.62954 0.38537 0.130
C 8.17505 -4.48442 -1.07359 -0.861
O 7.11610 -3.63266 -0.72551 -0.214
C 7.30631 -3.03826 0.55522 -0.799
C 6.29338 -1.97460 0.86532 -0.532
N 5.01825 -2.61725 1.17353 -0.118
C 4.02321 -1.66043 1.59370 -0.488
C 2.59312 -2.10669 1.30296 0.196
O 2.33978 -1.93425 -0.06191 -0.335
C 1.01526 -2.29544 -0.42181 -0.193
H 8.41304 -5.23410 -0.31287 0.376
H 9.06231 -3.94842 -1.41895 0.327
H 7.80859 -5.07390 -1.91837 0.205
H 8.35088 -2.69835 0.59642 0.512
H 7.24903 -3.82526 1.32091 0.342
H 6.28361 -1.32881 -0.02238 0.244
H 6.66724 -1.46119 1.74966 0.459
H 4.67549 -3.19709 0.41898 -0.016
H 4.09577 -0.71358 1.03713 -0.008
H 4.12441 -1.34067 2.63643 0.276
H 1.85443 -1.59235 1.93756 0.051
H 2.50007 -3.18145 1.55334 -0.195
H 0.28891 -1.72297 0.16431 -0.035
H 0.93688 -3.38289 -0.46915 0.026
H 0.87098 -1.90312 -1.43329 0.360
C 3.57342 -4.44981 -4.62169 -0.746
O 3.15605 -5.14539 -3.46107 -0.386
C 4.28304 -5.38219 -2.62876 -0.513
C 3.92155 -6.17298 -1.38958 -1.038
N 3.07797 -5.44574 -0.46288 0.152
C 2.71342 -6.28787 0.66162 -1.082
C 1.37688 -5.82618 1.23899 0.604
O 0.36698 -6.28379 0.37368 -0.403
C -0.90026 -5.84326 0.80968 -0.746
H 2.76435 -4.39692 -5.35262 0.269
H 4.41490 -4.92975 -5.12188 0.305
H 3.73901 -3.40504 -4.34641 0.279
H 4.75963 -4.45982 -2.26698 0.285
H 4.99929 -5.92614 -3.25488 0.538
H 4.87956 -6.54292 -1.01213 0.463
H 3.45557 -7.10891 -1.74272 0.455
H 2.24121 -5.13007 -0.93948 0.111
H 3.52896 -6.24528 1.38801 0.388
H 2.47220 -7.34436 0.46431 0.411
H 1.37638 -4.73296 1.37477 -0.525
H 1.23701 -6.20083 2.26391 0.603
H -1.18865 -6.26219 1.77475 0.293
H -1.63179 -6.19130 0.08151 0.321
H -1.01073 -4.75653 0.86320 0.238
C -2.81803 5.80053 -5.60983 -0.750
O -3.76348 6.16100 -4.62084 -0.243
C -4.85399 6.90106 -5.14594 -0.557
C -6.00102 7.05080 -4.12827 -0.821
N -6.67007 5.82846 -3.65849 -0.373
C -5.88086 5.12230 -2.64971 -0.491
C -6.48343 3.77225 -2.31250 -0.201
O -6.61441 3.03433 -3.53698 -0.322
C -7.15207 1.75238 -3.29324 -0.791
H -2.26950 6.65464 -6.01862 0.276
H -3.28072 5.27345 -6.44832 0.326
H -2.12271 5.15258 -5.08070 0.239
H -5.24568 6.37960 -6.02778 0.400
H -4.49257 7.91178 -5.36630 0.377
H -6.70653 7.67872 -4.68107 0.351
H -5.64054 7.67033 -3.30404 0.363
H -6.57815 5.22308 -4.47541 0.251
H -5.80639 5.66339 -1.69840 0.341
H -4.84603 5.03673 -2.99530 0.305
H -7.50295 3.89755 -1.93846 0.368
H -5.85553 3.33404 -1.53205 0.111
H -6.45423 0.94986 -3.55040 0.259
H -8.07497 1.61625 -3.86489 0.261
H -7.43095 1.54850 -2.25432 0.332
C 2.38106 1.49005 -0.19634 -0.902
O 1.77407 2.17955 0.89125 -0.128
C 2.63143 3.17845 1.39213 -0.944
C 1.95084 3.91102 2.55614 -0.544
N 0.76447 4.62960 2.14334 -0.371
C -0.17542 4.88607 3.22684 -0.611
C -1.51539 5.51728 2.85963 -0.448
O -2.44828 5.11297 3.85824 -0.329
C -3.74376 5.55827 3.45231 -0.669
H 1.73076 0.75072 -0.65295 0.120
H 3.34400 1.07525 0.09829 0.252
H 2.55652 2.25239 -0.96690 0.437
H 2.82861 3.95222 0.63243 0.377
H 3.63704 2.78904 1.58023 0.507
H 2.68014 4.52638 3.08747 0.480
H 1.69719 3.14059 3.30296 0.331
H 0.30135 4.14997 1.38021 0.186
H 0.30932 5.59668 3.90480 0.331
H -0.39923 3.99109 3.82148 0.303
H -1.77097 5.08023 1.88493 0.280
H -1.49635 6.60551 2.83594 0.446
H -3.66877 6.58487 3.09038 0.322
H -4.38119 5.61530 4.33449 0.271
H -4.18798 4.86609 2.73923 0.197
```

Properties
Lowest unoccupied orbital energy in eV: 0.53
E_HOMO in eV: -8.36
Frontier orbital gap in eV: 8.90
Energy relative to the best compared isomer or geometry (same formula, charge and spin) in kJ/mol: 77.95
Structure (SMILES): COCCNCCOC.COCCNCCOC.COCCNCCOC.COCCNCCOC.COCCNCCOC
Net charge: 0
Electronic energy in Eh: -2213.9100